[1]
91
Properties=species:S:1:pos:R:3 method="wB97M-V/def2-TZVPD" e_lumo_ev=0.260 energy_ha=-2404.9598 relative_energy_kj_mol=0.0 homo_energy_ha=-0.288 multiplicity=1 gap_ev=8.1
H 0.1791 -1.4044 0.7142
F 0.0946 -1.1518 5.8557
H -3.3791 -1.4730 3.1491
H -4.6413 -1.0767 2.1309
H -5.4737 -1.4021 -1.5507
H -3.7163 -2.5163 -2.6838
S -0.0535 -2.4553 3.5401
H 5.1929 -1.8681 -3.0415
H -2.2098 1.6948 2.2085
N -4.2080 -0.8994 3.0365
H 0.2334 0.4701 -2.7221
H 0.0312 3.4843 -3.1879
H 1.2958 3.7593 2.4450
O 0.4071 -2.0699 2.2049
C 4.8783 -1.9898 -1.9964
H -0.6365 -3.4764 -3.0350
H -7.9465 1.4079 4.4280
H 1.3786 1.9501 -1.0085
C 0.4449 2.4715 -3.2603
H 3.5325 3.4068 -3.6728
O -1.4772 -2.2513 3.6950
H -7.6091 1.6554 2.6956
H 5.3615 2.6028 0.7327
H -5.5239 1.0581 1.8702
N 3.0126 -1.9633 -0.4705
C 4.6997 1.8008 0.3854
O -2.3153 -2.4021 -1.1025
H -3.0756 0.8702 0.9433
C 3.4725 1.6332 1.2617
C 2.6095 -2.8878 -2.6667
N 0.1476 -1.2202 -0.3100
N 5.4437 0.5273 0.2626
H -0.0769 2.4355 -0.6343
H -3.4452 0.7590 4.0312
H 2.7335 -2.6542 -3.7322
H -2.0009 2.2939 -1.6311
H -6.9359 2.8140 3.9025
C -4.5987 -1.6211 -0.9244
C -7.2215 1.7759 3.7103
H -0.7494 -1.5353 -0.6932
C 1.6873 2.7688 2.1990
O 0.4599 -3.7306 3.9821
H 6.2564 0.7120 -0.3139
H -4.7781 2.4315 2.8067
C -0.1010 1.4226 -2.2959
H 0.8898 -1.6391 -0.9064
H -4.1205 -0.6463 -0.8027
H -2.3544 -2.7306 -0.1902
C -3.6335 -2.5848 -1.6015
H 2.7982 0.8840 0.8254
N 0.4238 1.5931 -0.9237
H 0.6773 -4.6594 -2.6719
H 2.2792 4.4990 -3.0961
C 0.7527 -1.1890 4.6912
C 4.4505 2.2232 -1.0559
C -5.0767 1.3756 2.8234
F 0.6008 0.0492 4.1820
H 0.1223 2.1479 -4.2643
O 1.8541 2.4215 -3.2269
H 4.0669 3.2529 -1.0575
H 3.6919 1.6672 -1.6124
H -2.1432 1.3649 -3.1309
C 3.3662 -1.8235 -1.8866
O -5.1424 -1.9350 0.3508
C -1.6265 1.4200 -2.1737
C -3.8104 0.5169 3.0300
O 1.2059 -2.7066 -2.4316
H 3.0749 -0.8510 -2.2947
H 5.3710 -1.2130 -1.4161
H 3.7217 -1.4746 0.0703
H -1.9262 0.6082 -1.5082
H -4.0134 -3.5857 -1.3554
H 3.0815 -2.9352 -0.1850
H 1.7467 2.1508 3.0926
H 5.8312 0.1139 1.1059
H 0.8281 2.4118 1.6109
C 0.4276 -3.6834 -3.0962
H 0.2915 -0.1885 -0.3570
H 2.1983 3.7729 -4.7512
C 2.4611 3.6098 -3.7024
H 3.7528 1.2083 2.2335
H -5.8570 -2.5749 0.2834
H 5.2897 -2.9435 -1.6614
H -2.0188 -0.0706 1.9539
C -2.7294 0.7562 1.9765
H 2.8987 -3.9189 -2.4414
H 5.3440 2.3285 -1.6738
F 2.0237 -1.4826 4.8748
O 2.8593 2.8918 1.4287
H 0.6687 -3.6700 -4.1665
O -5.9772 1.0817 3.8508


[2]
103
Properties=species:S:1:pos:R:3 method="wB97M-V/def2-TZVPD" e_lumo_ev="-3.544 / -3.296" energy_ha=-3778.8240 relative_energy_kj_mol=1544.4 homo_energy_ha="-0.312 / -0.311" multiplicity=5 gap_ev="4.9 / 5.2"
C 16.6512 -19.5129 -26.6063
H 14.3804 -10.8657 -16.3726
H 18.9455 -15.6280 -13.9750
N 17.8103 -13.7030 -24.3256
H 24.5266 -22.2512 -15.4253
N 12.4849 -20.1937 -17.2942
C 12.1194 -14.5989 -15.1580
N 15.7144 -18.6239 -26.3422
C 22.5757 -21.7279 -16.0452
N 17.3219 -19.6310 -25.5354
C 23.5906 -22.1163 -14.8833
H 23.5479 -23.1567 -14.5611
H 14.7998 -9.1588 -16.1203
H 20.6773 -18.9094 -15.5332
H 11.6467 -22.8939 -24.5938
N 22.8638 -20.4634 -16.8110
H 15.6640 -8.1506 -17.2457
N 13.3552 -15.0236 -14.9851
C 20.5335 -19.5569 -16.3981
H 20.0325 -21.3894 -17.0521
H 16.9488 -19.2268 -24.6884
H 19.5677 -15.0023 -12.2188
N 12.8787 -21.5414 -19.0162
H 17.9827 -20.3947 -25.5194
H 14.3419 -21.8865 -23.4335
C 16.2448 -17.6330 -20.4562
O 11.0319 -21.7847 -17.7232
H 23.8512 -21.4337 -14.0745
H 19.5572 -19.3762 -16.8480
C 17.0188 -13.3376 -23.4464
N 12.4213 -22.6184 -24.0072
H 17.0712 -15.8819 -19.2486
O 16.9002 -20.0847 -27.6119
N 11.7809 -14.3847 -16.3947
N 17.5602 -12.8070 -22.4660
H 18.5695 -24.3484 -18.7008
H 23.8597 -20.7056 -18.4457
Fe 13.5967 -15.2709 -21.5569
H 18.5080 -13.7754 -11.3445
H 21.1289 -21.0222 -14.3671
H 22.8652 -18.1422 -15.9823
C 12.1200 -21.2926 -17.9107
O 18.3061 -23.6048 -21.6650
H 15.7103 -18.4805 -20.0270
H 23.3779 -23.3376 -17.3118
C 21.1835 -21.6156 -15.2798
C 22.4377 -22.9198 -16.9518
O 15.5758 -17.2704 -21.6849
H 16.1569 -22.8039 -20.5545
N 14.9532 -11.0910 -17.1733
C 15.5973 -10.0889 -17.7170
H 16.7301 -23.6275 -19.0573
H 23.4066 -18.0591 -17.6963
H 18.1336 -14.6580 -15.1586
C 21.3541 -19.6919 -18.7819
C 21.7797 -19.4919 -17.3028
H 21.8371 -22.6439 -17.8185
H 13.8410 -15.1744 -15.8577
O 15.7942 -13.6416 -23.3866
O 16.2812 -10.1681 -18.7325
H 22.0660 -23.8540 -16.5310
H 12.0957 -20.0623 -16.3715
C 16.2313 -16.5759 -19.2802
H 13.3186 -19.8251 -17.7292
H 12.4735 -23.1727 -23.1645
H 20.7206 -18.8613 -19.0930
H 16.4966 -17.1563 -18.3965
O 11.5312 -14.1637 -14.0980
O 24.0631 -20.3337 -17.5844
H 17.1908 -18.1590 -20.5853
O 17.2025 -13.2478 -13.1332
H 15.4936 -18.4174 -25.3785
C 17.9364 -23.7021 -20.5216
H 14.0954 -20.1704 -23.0621
N 18.7634 -14.4046 -12.0922
H 22.2379 -19.6452 -19.4181
H 12.5610 -22.3402 -19.5464
H 18.7452 -13.4098 -24.0806
C 12.5305 -21.3535 -23.6415
C 18.0503 -14.1070 -13.1708
H 12.5282 -14.5338 -17.0577
H 14.9989 -12.0443 -17.5039
H 17.6086 -14.0026 -25.2689
N 16.7879 -23.4016 -20.0400
O 15.0991 -15.6817 -19.1684
O 11.6374 -20.5031 -23.7169
H 15.1109 -18.3482 -27.1037
H 19.4937 -24.6986 -20.1390
N 15.3166 -9.0617 -16.9826
N 13.7406 -21.0870 -23.2949
H 20.9566 -22.6224 -14.9293
C 22.5507 -18.1376 -17.0259
H 13.4724 -20.7903 -19.3378
N 18.4749 -14.7669 -14.2143
H 21.8926 -17.2921 -17.2263
H 16.9257 -12.6618 -21.6938
H 13.5759 -15.0525 -14.0000
H 18.5239 -13.0119 -22.2437
C 20.0907 -20.9683 -16.0484
H 19.1240 -20.9304 -15.5463
H 10.8414 -14.1431 -16.6757
H 20.7074 -20.5388 -19.0117
N 18.6403 -24.3730 -19.7080


[3]
94
Properties=species:S:1:pos:R:3 method="wB97M-V/def2-TZVPD" e_lumo_ev=0.313 energy_ha=-2657.2373 homo_energy_ha=-0.309 multiplicity=1 gap_ev=8.7
C 0.8638 5.3386 -1.0250
H 2.8628 -0.7398 -0.9299
O 0.9414 -0.3232 -2.4447
H 1.3340 4.9446 -0.1411
C -2.1002 3.5967 -0.1631
H 4.5380 2.8793 -2.1002
C -1.5552 0.4526 3.4572
H 0.9415 2.5537 3.8127
C -4.3774 -2.9291 1.7816
H 0.0950 -4.6586 2.6360
H 1.1615 3.5524 -1.7089
P -1.6521 -3.3240 -2.5708
H 1.6164 2.3053 1.6673
H -2.8874 1.6732 1.4589
H -4.5981 1.2345 -1.5729
O 2.5931 2.5696 -1.3252
N -2.7105 -1.4852 0.6105
H -3.1564 3.4011 -0.2121
O 1.4196 3.2361 1.9018
H 2.6052 -0.3834 -3.4919
H -0.1797 1.8082 -1.1411
H 4.5314 0.6225 2.6332
C -2.0709 -3.2367 2.2457
H -5.4598 -0.6291 -2.4661
H 1.1354 -1.2958 2.4297
H -0.3156 2.9383 0.8172
H -2.5945 0.5719 3.6328
F -1.4284 -1.8634 -1.8310
H 3.3507 1.7846 2.3142
O 1.9079 0.5471 0.4778
H -1.3039 -0.5932 3.5877
F -2.3432 -2.6170 -3.8544
F -3.0203 -3.4289 -1.8030
H 3.6058 1.6884 -3.0180
Pb 0.0057 -0.7761 0.2137
O -3.9793 0.4989 -1.5684
C -1.8648 1.8296 1.6456
C 3.8111 0.9381 1.8202
C 0.2734 -3.7283 1.9786
H 2.6165 -1.1840 3.3471
H 4.3617 -2.7779 -2.7055
O 0.4616 4.1840 -1.8803
H -3.1820 -1.4612 2.6501
H -3.2992 -0.6496 0.5379
H 4.4266 1.1961 1.0066
H 0.4568 0.9910 -3.9662
C -3.0811 -2.1925 1.8277
H -2.1511 -4.0590 1.4857
H -1.8444 2.6056 2.4088
H -2.9029 -2.0532 -0.2242
H -3.7141 -1.2237 -2.6960
C -1.2207 2.4880 0.4668
H -4.4229 0.1534 -3.6348
C 0.0871 0.1232 -3.4956
N -0.8796 1.4563 -0.4980
H 1.3858 0.2428 3.2296
C 4.3114 -1.9778 -1.9657
O -0.6994 -2.7294 2.3583
H 1.2972 4.2553 3.6977
F -1.8012 -4.7988 -3.1624
H -1.7170 1.2440 -1.0381
H 2.3588 2.0692 -0.4962
H -4.3030 -3.7551 1.0874
C 1.8869 -0.5899 2.7152
H -1.6488 3.8784 -1.1696
H 1.2691 -3.3231 2.1357
H -0.8864 0.3157 -2.9966
H 4.1967 1.2199 -1.4197
H -5.1897 -2.2467 1.4092
C 1.6034 3.2618 3.3022
C -4.3965 -0.3525 -2.6147
O -1.1931 0.6807 2.1142
C 3.7809 2.0842 -1.9412
H -1.9837 4.5466 0.4603
F -0.2092 -3.1217 -3.2188
H -1.1233 1.2291 4.0995
H 1.7268 -1.8941 -3.4859
H 4.9545 -1.2091 -2.4004
H -4.7239 -3.2225 2.7546
H -0.0985 -0.6215 -4.3167
F -0.8905 -3.9942 -1.2040
C 2.0952 -1.1124 -2.8614
H 1.4407 6.1005 -1.5747
C 2.6667 -0.0341 1.4728
H 0.2420 -4.0070 0.9081
H 1.7204 -3.3471 -1.4965
H 3.2394 -0.8203 1.0755
H -2.3768 -3.5715 3.2238
C 2.8868 -1.5772 -1.6280
H -0.0663 5.7749 -0.7094
N 2.1784 -2.6877 -0.8928
H 4.8845 -2.3704 -1.1286
H 2.8584 -3.1409 -0.3516
H 2.6152 3.0516 3.6446


[4]
90
Properties=species:S:1:pos:R:3 method="wB97M-V/def2-TZVPD" e_lumo_ev=0.634 energy_ha=-1638.0378 relative_energy_kj_mol=10.7 homo_energy_ha=-0.307 multiplicity=1 gap_ev=9.0
H 2.7583 7.4269 -1.7216
H -4.2566 -1.0281 2.9816
H -0.9596 2.2069 6.8711
H -2.2402 -3.1921 3.1533
N -0.3680 -2.7682 -1.6702
H -0.3326 -2.7800 -2.6851
C -0.2525 1.2998 5.2290
H -1.7695 -4.3615 -1.9153
C -1.7682 2.2787 1.1222
H -4.2271 -3.4072 -3.6564
O -1.1870 1.2694 -1.0042
H 1.5494 -2.5926 1.7989
H 0.8330 2.9932 -1.7988
H 2.7131 -0.9747 -2.1162
N 0.8180 0.6254 4.7542
N -1.9448 1.0360 1.8580
H 1.6840 0.5540 5.2589
H 0.7636 0.0676 3.9046
B 1.6714 -1.6936 2.6143
H 0.1824 -6.9748 -3.1667
H -0.7433 2.6209 1.2613
H -2.5740 -3.9439 1.5960
O -2.9359 -1.9411 1.6587
O 4.2860 6.2755 -1.0025
N -0.3109 -0.8727 0.5589
O -2.9085 -2.0443 -2.8167
O 1.8314 0.5140 -1.1261
H 1.2270 5.4755 -2.0010
H 4.6032 8.3188 -0.7823
C 1.8929 2.9295 -1.5383
H -2.8193 -1.7134 -0.8312
H 2.4065 6.6493 -0.1737
H 1.0208 -4.7050 -3.0563
H 3.8229 0.2978 -1.7011
H 0.7467 1.7667 6.9701
C 2.8079 0.1111 -2.0694
C 0.8121 -3.5104 -1.2304
H 2.4263 2.6846 -2.4733
H 2.1858 -5.0380 -1.7685
H -2.5504 -0.8920 3.4042
C 2.8941 6.4998 -1.1452
H -1.2391 -0.6683 0.9279
C -2.8244 -2.5704 -1.5047
H -4.0178 1.0802 2.2788
H 2.7526 5.0987 -2.8103
H -2.3383 0.5589 -2.5783
H 2.3683 -2.1827 3.4667
N -0.0983 1.9173 6.4512
H 1.4358 1.9032 0.3114
H 6.0231 7.2648 -0.6045
C -3.2463 -0.8957 2.5579
H 1.6453 -7.2883 -2.2071
H 2.6669 0.5413 -3.0608
H -3.5855 0.2774 0.7838
H -1.8161 3.1793 -0.7549
H -2.4522 3.0333 1.5481
H 3.3541 4.0166 -0.6553
H -0.2458 -1.4841 -0.2716
C 0.5737 -7.0665 -2.1463
H 0.8301 -3.7061 -0.1563
O 0.3468 -5.8573 -1.4466
C -2.0678 2.1804 -0.3605
H 4.8297 7.3755 0.6843
H 0.1888 -1.3860 1.3205
H -0.5936 0.6301 -2.8135
H 1.6967 -2.8759 -1.3669
C -3.2250 -2.9890 -3.8053
H 2.1319 -0.7291 2.0404
C -3.2557 0.4250 1.8153
H 0.1772 -0.0309 0.2695
C 4.9552 7.3471 -0.4088
H 0.0671 -7.8611 -1.6072
H 3.1154 1.7931 -0.1738
H 0.5577 -1.4039 3.0091
H -3.9417 -3.4343 2.6560
C -1.4454 1.1633 -2.3852
H -2.5193 -3.8251 -3.8879
H -3.1838 -2.4585 -4.7576
C 2.2964 5.3167 -1.8326
H -1.5444 1.0974 2.7960
N 2.4001 4.1473 -0.9664
C -1.6216 -3.4679 -1.3019
C -2.9326 -3.1997 2.3028
H -3.1261 2.0096 -0.5774
H -1.5203 2.1222 -2.9120
H -1.5260 -3.7631 -0.2571
C 2.0840 1.7826 -0.5560
H -3.7187 -3.1659 -1.2628
C 1.1278 -4.8014 -1.9655
O -1.3273 1.3820 4.6305


[5]
110
Properties=species:S:1:pos:R:3 method="wB97M-V/def2-TZVPD" e_lumo_ev=0.132 energy_ha=-3858.4650 relative_energy_kj_mol=109.6 smiles="COP(=O)(OC)OC.COP(=O)(OC)OC.COP(=O)(OC)OC.COP(=O)(OC)OC.CO.CO.CO.CO.CO.CO.CO" homo_energy_ha=-0.356 multiplicity=1 gap_ev=9.8
H 19.1150 2.7567 6.0203
C 15.8416 -0.2709 2.7493
H 21.4359 0.2352 5.2753
H 17.9044 3.5504 8.8435
H 21.3186 -1.9717 7.5776
O 12.2768 6.5418 1.8716
O 23.4380 0.1351 6.1182
O 18.3306 -0.9582 0.9553
H 12.3355 2.5447 3.0319
C 19.6449 1.7109 2.0024
H 17.2567 4.5977 7.6451
H 15.0167 3.8965 -0.5076
O 19.2459 3.9743 4.3720
H 12.7222 8.4563 2.3800
H 20.6961 3.4188 5.8228
H 19.3546 4.4321 6.4005
H 20.2692 2.3668 2.6068
H 24.5450 -1.9668 2.2684
H 20.8192 7.5627 2.9754
C 22.5245 4.4184 8.1498
H 15.5566 2.9082 4.2307
O 17.1875 0.1882 2.9802
H 18.0016 7.3581 6.8675
C 17.7874 4.6082 8.6002
H 19.9035 0.9745 8.0350
O 16.7977 4.4152 4.8792
C 13.1950 7.6495 1.8190
H 14.2276 3.1012 1.1912
O 12.7786 5.6934 4.2283
H 18.9514 7.8501 8.3404
H 13.1990 7.9887 0.7844
H 19.7321 7.9461 1.7053
H 21.9438 1.5057 6.3718
H 19.7394 -1.7937 5.2156
C 22.2938 0.8256 5.5950
O 14.4173 2.3463 0.6189
O 17.7292 4.7712 2.5610
H 22.7023 1.4624 4.8106
H 15.6649 -1.1631 2.1508
H 22.9316 -2.5067 7.9161
H 23.1886 -2.9119 3.0259
C 24.1059 -2.3453 3.1882
H 17.2713 2.4753 4.0950
H 22.8249 3.5273 8.7014
H 18.6156 2.0645 1.9537
H 13.7505 1.8389 7.2844
C 18.1010 8.0634 7.6931
P 12.6717 5.2109 2.6577
O 19.6785 0.4279 2.6554
H 18.3061 -1.3797 7.9126
C 11.3512 3.0082 3.0696
C 15.1139 2.8076 -0.4952
P 23.7793 -1.3618 5.5975
H 10.6911 2.4332 2.4213
H 19.6151 -1.0142 8.9345
C 18.7359 -1.6147 4.8294
H 16.2451 5.2499 1.2117
H 22.9415 5.3014 8.6369
C 19.6411 3.6555 5.6903
H 15.0938 3.5901 7.3541
H 16.9692 6.1012 9.5018
H 18.5213 -0.5822 5.1107
H 15.3476 0.5883 2.2928
O 13.4174 2.6188 6.8327
H 16.6042 6.5311 2.3841
O 22.9730 4.2766 6.8289
C 20.1807 8.3689 2.6102
O 25.0321 -1.9603 6.1350
H 24.7880 -3.0290 3.6936
H 12.1305 7.2424 5.4416
H 16.3608 2.5462 5.6730
H 20.0951 1.7095 1.0097
H 10.9548 6.7067 4.2085
H 13.7511 3.7304 8.5925
H 14.8590 2.3028 -1.4257
C 22.1065 -2.6332 7.2129
H 18.7651 5.0866 8.5231
H 18.1356 -0.1094 9.1937
H 10.8926 3.0259 4.0579
H 13.7838 4.6763 7.2098
C 18.7745 -0.5386 8.4217
O 16.9312 7.9611 8.5137
C 17.0353 5.7244 1.7911
C 16.5373 3.0042 4.6995
H 15.2575 -0.4052 3.6618
H 20.7784 9.1703 2.1767
H 21.7763 -3.6701 7.2456
O 17.0046 5.1490 9.6425
O 11.3068 4.3910 2.6636
O 22.4724 -2.2801 5.8994
O 18.7174 -1.7925 3.4241
P 18.4595 -0.5995 2.3745
H 14.1783 7.4239 2.2273
H 17.7334 6.1830 1.0899
H 11.2021 5.6979 5.5530
C 11.7385 6.3854 4.8976
O 19.2516 8.8487 3.5867
O 19.3627 0.3826 7.5055
O 23.7252 -1.2134 3.9950
P 18.0722 5.0322 4.0630
H 22.5268 4.9425 6.2985
C 14.0186 3.6611 7.5358
O 13.8683 4.5286 2.1094
H 16.1934 2.6927 -0.3498
H 16.7757 8.8613 8.8089
H 21.4353 4.4520 8.2362
H 18.1054 9.0339 7.1963
H 18.8014 8.0732 3.9520
O 18.4256 6.4354 4.4111
H 17.9532 -2.2701 5.2088


> Look up the multiplicity of the third one.

1


> Among the records above, which one has the highest multiplicity?

C19H55FeN17O11